116
Properties=species:S:1:pos:R:3 method="wB97M-V/def2-TZVPD" total_charge=0 fmax_ev_per_a=12.5 lumo_ha=-0.0013 gap_ev=8.583 multiplicity=1 relative_energy_kcal_mol=272.1
N 1.10135 1.05219 -0.07474
C 0.28727 0.04663 -0.35052
N 0.31221 -0.33622 -1.56093
O -0.55593 -0.53303 0.61246
H 1.18184 1.46414 0.84967
H 1.43896 1.56138 -0.87748
H -0.13211 -1.21162 -1.77514
H 0.77513 0.04017 -2.33656
N -5.25759 -1.19617 -0.90765
C -5.32633 -0.54328 0.20781
N -4.19439 -0.62503 0.92728
O -6.50034 0.07536 0.62317
H -6.07322 -1.06740 -1.57294
H -4.49372 -1.83712 -1.18368
H -4.13242 -0.04461 1.74982
H -3.31993 -1.04046 0.60340
N 3.48366 -0.28716 0.08648
C 4.23689 0.06693 1.03944
N 5.47347 -0.36593 1.01033
O 3.87443 0.99711 1.98517
H 2.49064 0.12732 0.11552
H 3.67860 -0.86426 -0.73501
H 6.11832 -0.06502 1.76942
H 5.84956 -1.01241 0.29146
N -2.30469 -2.36455 -0.02767
C -2.50162 -2.56467 -1.28345
N -3.59277 -3.23566 -1.56263
O -1.68671 -2.05431 -2.30385
H -1.47718 -1.79077 0.27497
H -2.78389 -2.89248 0.66726
H -3.79054 -3.39932 -2.58885
H -4.16864 -3.76738 -0.88416
C -1.17723 -4.16375 3.22088
C -2.56235 -3.48668 3.28364
C -2.46512 -1.97402 3.43223
O -3.29882 -3.59467 2.22851
H -0.43800 -4.05169 4.01955
H -0.62166 -3.89402 2.29101
H -1.15738 -5.22469 3.25785
H -3.13433 -3.75593 4.16718
H -1.58040 -1.79207 3.93662
H -3.22069 -1.52571 4.08095
H -2.38743 -1.41282 2.55638
H -4.10392 -3.10333 2.44684
C -0.12259 3.63881 -1.42855
C -1.08204 4.74852 -1.78052
C -1.63000 5.39957 -0.58167
O -0.54102 5.60664 -2.48824
H 0.78828 4.05362 -1.12817
H 0.15715 3.14290 -2.33821
H -0.53411 2.95512 -0.62831
H -1.81001 4.36104 -2.39369
H -2.55377 5.88400 -0.80594
H -0.96743 6.16565 -0.24080
H -1.80945 4.60117 0.17662
H -0.61631 5.37041 -3.40138
C 2.73389 1.96344 -2.69241
C 1.80455 1.73349 -3.91931
C 2.35674 0.62111 -4.76819
O 0.65499 1.30979 -3.68281
H 3.68373 2.29115 -3.07552
H 2.84580 1.12244 -2.05296
H 2.38264 2.80310 -2.04824
H 1.69593 2.64262 -4.57438
H 2.62343 -0.29766 -4.21603
H 3.30701 0.99292 -5.25730
H 1.72455 0.44905 -5.59462
H 0.11673 1.34981 -4.46414
C 1.42291 -0.72333 2.98138
C 1.85981 -1.92715 3.79871
C 3.35039 -2.09642 3.86155
O 1.33317 -2.03666 4.91977
H 1.81715 -0.90374 1.99695
H 2.02496 0.12685 3.31111
H 0.35896 -0.58148 3.04830
H 1.54076 -2.81561 3.33462
H 3.92250 -1.37071 4.38480
H 3.76984 -2.08342 2.81158
H 3.60722 -2.99536 4.27531
H 1.46465 -2.94965 5.19590
C -3.01348 2.03767 -0.63736
C -2.85832 1.07212 -1.81004
C -4.02256 1.20286 -2.74753
O -1.85256 1.08047 -2.49129
H -2.81726 3.07534 -0.89231
H -2.29075 1.81827 0.12299
H -4.05422 1.90034 -0.32480
H -2.93953 0.07102 -1.46308
H -4.10010 2.24625 -3.11253
H -4.98190 0.84754 -2.35460
H -3.83999 0.51405 -3.64172
H -1.18265 0.55218 -2.02597
C 4.05702 -3.55473 -1.31801
C 2.75698 -3.09343 -1.97332
C 1.47431 -3.15321 -1.11678
O 2.83010 -1.91282 -2.30422
H 3.98238 -4.57901 -0.89884
H 4.36227 -2.92710 -0.49546
H 4.88950 -3.53066 -2.07089
H 2.68838 -3.63896 -2.95617
H 1.60787 -2.47689 -0.25950
H 1.28612 -4.13788 -0.80538
H 0.59513 -2.93077 -1.62447
H 3.52169 -1.80097 -2.97652
C -0.87663 1.82477 2.95762
O 0.07411 2.30003 3.91158
H -0.36152 1.33671 2.10651
H -1.28982 2.71419 2.47396
H -1.71316 1.24015 3.44248
H 0.88865 2.56198 3.45349
C 2.16464 4.07615 1.45084
O 2.04308 2.80796 2.02158
H 2.54557 4.72309 2.20747
H 1.12056 4.41863 1.22658
H 2.87019 4.04331 0.50273
H 2.89198 2.36636 2.17777


7
Properties=species:S:1:pos:R:3 method="wB97M-V/def2-TZVPD" total_charge=0 fmax_ev_per_a=5.2 lumo_ha=-0.0245 gap_ev=10.181 multiplicity=1 relative_energy_kcal_mol=42.0
C -0.51272 -1.13931 -0.43862
C -0.50206 -0.29741 -1.34366
C -0.60628 -1.93068 0.60967
C 0.90026 2.03867 0.02589
O -0.71466 -2.59480 1.50949
O 1.63651 1.99484 0.91588
O 0.27182 2.04107 -0.89283


115
Properties=species:S:1:pos:R:3 method="wB97M-V/def2-TZVPD" total_charge=0 fmax_ev_per_a=4.9 lumo_ha=-0.0229 gap_ev=8.106 multiplicity=1
Be -0.41217 0.58353 -0.99349
N -1.66320 3.42978 -0.44912
O -2.25276 2.35980 -0.56545
O -2.12327 4.56992 -0.63042
O -0.48259 3.20974 -0.28724
F 0.92141 -1.42622 -1.29229
C -2.07148 5.17984 3.34862
C -2.76550 4.98875 4.67562
C -2.49282 3.53355 5.09025
O -1.23194 3.30245 4.47726
C -1.00648 4.09515 3.28782
H -1.70864 6.19372 3.17984
H -2.79334 5.09305 2.53653
H -3.84439 5.12133 4.75642
H -2.27996 5.68434 5.36009
H -3.20371 2.84918 4.62724
H -2.51832 3.27634 6.14916
H -1.15800 3.37804 2.48104
H 0.01645 4.47139 3.30018
C -3.58296 1.69401 -4.45020
O -2.50650 1.21635 -5.21818
C -1.35369 0.97580 -4.62595
O -1.05488 1.06370 -3.45258
O -0.56629 0.42811 -5.55045
C 0.69763 -0.02735 -5.16970
H -3.28852 2.35602 -3.63586
H -4.12251 0.79185 -4.16192
H -4.32090 2.11555 -5.13273
H 1.21550 -0.34206 -6.07572
H 0.66932 -0.83808 -4.44168
H 1.30965 0.74654 -4.70642
C 3.79853 -0.77195 0.35589
O 3.79238 0.51625 1.02654
C 2.74908 1.39003 0.95133
O 1.64516 1.17731 0.38811
O 3.21993 2.56394 1.45405
C 2.38803 3.65525 1.56960
H 3.00141 -1.42485 0.71144
H 4.74155 -1.27923 0.55958
H 3.69542 -0.72699 -0.72829
H 1.55670 3.34524 2.20276
H 1.88992 3.96282 0.65015
H 2.88540 4.45840 2.11336
C -5.30244 -0.17094 -0.70137
O -4.87649 -0.96148 -1.82458
C -3.58694 -1.14035 -1.95050
O -2.67221 -0.63282 -1.25228
O -3.43405 -2.03044 -2.95099
C -2.14440 -2.45000 -3.38553
H -6.35334 0.11837 -0.69840
H -4.73670 0.75994 -0.66243
H -5.08653 -0.67297 0.24173
H -2.10057 -2.90300 -4.37598
H -1.80670 -3.13193 -2.60513
H -1.45464 -1.61212 -3.28412
C 1.04768 -8.13079 2.77592
O 1.45534 -7.36425 1.64696
C 1.18508 -6.07943 1.53638
O 0.33330 -5.47930 2.20037
O 1.86151 -5.54345 0.47328
C 1.60605 -4.20743 0.05410
H 0.07113 -7.75566 3.08208
H 1.76035 -7.87057 3.55854
H 0.93509 -9.19178 2.55293
H 2.16299 -3.88616 -0.82607
H 1.95641 -3.55054 0.85024
H 0.57121 -4.14457 -0.28243
C 7.61958 -3.24000 -5.91052
O 6.30194 -3.38279 -5.38859
C 5.75905 -2.41893 -4.58703
O 6.22245 -1.34147 -4.35324
O 4.58128 -2.89990 -4.06350
C 3.78443 -2.08509 -3.24963
H 7.97112 -2.25868 -5.59188
H 7.66190 -3.31510 -6.99711
H 8.28035 -4.01570 -5.52351
H 3.95171 -1.00801 -3.24649
H 3.91740 -2.44891 -2.23078
H 2.72187 -2.21382 -3.45575
C -1.16904 -2.57608 2.31198
O -0.59411 -1.44796 2.82277
C -0.71013 -0.17080 2.39835
O -1.16912 0.15546 1.26939
O -0.29114 0.72724 3.37249
C 0.15050 0.37716 4.65921
H -1.42016 -3.30358 3.08385
H -0.55619 -3.13200 1.60243
H -2.06461 -2.24095 1.78877
H -0.65853 -0.09570 5.21597
H 0.36390 1.25547 5.26840
H 1.00250 -0.30256 4.64557
C 1.20993 4.59407 -2.73866
O 2.40902 3.87269 -2.66608
C 2.44038 2.51949 -2.41572
O 1.44815 1.78014 -2.33275
O 3.70779 2.11610 -2.42216
C 4.87504 2.98549 -2.35129
H 0.47462 4.08914 -3.36514
H 1.48904 5.58398 -3.09962
H 0.68479 4.74497 -1.79550
H 5.35942 3.12689 -3.31746
H 5.60509 2.57363 -1.65452
H 4.62451 3.98698 -2.00148
C -4.11025 0.80160 2.40275
O -4.20564 -0.54347 2.82673
C -4.48886 -0.74566 4.08922
O -4.81674 0.11606 4.87096
O -4.46540 -2.05824 4.30140
C -4.60586 -2.60118 5.58961
H -4.79275 1.54640 2.81211
H -4.33994 0.89198 1.34107
H -3.05604 1.07395 2.45336
H -3.98571 -1.98540 6.24102
H -4.25948 -3.63022 5.68552
H -5.63832 -2.36579 5.84789


66
Properties=species:S:1:pos:R:3 method="wB97M-V/def2-TZVPD" total_charge=0 fmax_ev_per_a=2.0 lumo_ha=-0.0027 gap_ev=8.042 multiplicity=1
C 0.68784 -5.56431 -3.26840
O 0.27766 -4.82030 -2.11473
C -0.69425 -3.86102 -2.26581
C -1.22749 -3.42735 -3.48798
C -2.20198 -2.43530 -3.52755
O -2.69239 -2.05009 -4.73909
C -2.65859 -1.84806 -2.34199
C -3.66075 -0.79593 -2.30216
O -4.20943 -0.38496 -3.32708
C -4.02183 -0.19163 -1.02033
O -4.96409 0.82098 -1.00547
C -3.42464 -0.69296 0.13175
C -3.71191 -0.16097 1.47727
C -3.87304 1.21415 1.72845
C -4.11002 1.68420 3.02683
C -4.18856 0.78444 4.09189
O -4.41678 1.23095 5.36844
C -4.02443 -0.58343 3.85426
O -4.10101 -1.44614 4.90874
C -3.78177 -1.04904 2.56344
O -2.52888 -1.74699 0.08845
C -2.13851 -2.27502 -1.11761
C -1.17147 -3.27700 -1.09755
H 1.42358 -6.31868 -2.97483
H -0.16598 -6.07700 -3.72328
H 1.15063 -4.90756 -4.01218
H -0.90112 -3.84350 -4.43261
H -3.37512 -1.36355 -4.57624
H -5.29193 0.96332 -1.91630
H -3.79999 1.92815 0.91353
H -4.22947 2.74942 3.19450
H -4.45506 2.20218 5.37779
H -4.26997 -0.90250 5.70075
H -3.65498 -2.11606 2.41405
H -0.77427 -3.60809 -0.14447
C 0.84648 -1.00588 0.79701
C 2.07622 -0.11214 0.60770
C 1.76329 1.40116 0.50969
C 0.86309 1.67184 -0.71506
C 3.06268 2.25116 0.43250
N 3.93170 2.00096 1.59668
C 5.05934 1.29221 1.65984
C 5.60720 0.60023 0.42583
O 5.66730 1.20291 2.71348
C 2.77656 3.76618 0.36925
O 1.84439 4.25716 0.99548
N 3.58120 4.56804 -0.33612
C 4.81644 4.20351 -1.03096
H 0.26341 -0.66519 1.65327
H 0.22949 -0.98696 -0.09846
H 1.16990 -2.03232 0.97148
H 2.72525 -0.29407 1.46347
H 2.59951 -0.43247 -0.29369
H 1.21407 1.69118 1.40757
H 1.34389 1.31619 -1.62648
H -0.09660 1.16978 -0.59627
H 0.64960 2.73567 -0.81292
H 3.57258 1.96642 -0.48484
H 3.65064 2.42130 2.47058
H 6.55437 0.12844 0.68346
H 5.77336 1.32413 -0.36689
H 4.91007 -0.16540 0.09789
H 3.32216 5.54305 -0.31595
H 5.29516 5.10278 -1.42349
H 4.59955 3.52956 -1.86176
H 5.50767 3.72023 -0.33673